Below is one molecule with the formula C4H5NO2, with properties calculated with ωB97M-V/def2-TZVPD.

```
12
Properties=species:S:1:pos:R:3:forces:R:3
O 0.264580 -0.997961 -0.928049 0.0 0.0 0.0
O -2.682600 0.570266 0.106031 0.4 -0.3 0.0
N 1.712544 -0.072922 0.550516 -0.1 -0.3 -0.3
C -1.709663 -0.139739 0.141168 -0.3 0.3 0.0
C 1.432985 -1.020512 -0.235620 0.2 0.1 0.2
C -0.402807 0.211316 -0.533643 -0.1 0.2 0.0
C 0.587120 0.858893 0.479556 -0.1 0.2 0.1
H -0.594211 0.822768 -1.419203 0.0 -0.1 0.1
H -1.680672 -1.085344 0.723820 -0.1 0.1 -0.1
H 0.141775 0.979164 1.474151 0.1 0.0 -0.1
H 2.053803 -1.888773 -0.430599 -0.1 0.1 0.0
H 0.929450 1.844014 0.151565 -0.1 -0.1 0.0
```
Positions in Å, forces in eV/Å.

Properties
HOMO level	-9.93	eV
relative energy (zero: lowest compared OMol25 entry of this formula, charge and spin)	118.2	kJ/mol
energy	-360.62439	Ha
gap between HOMO and LUMO	10.750	eV
SMILES string	O=C[C@H]1CN=CO1
total charge	0
LUMO energy	0.0300	hartree